No. 1
# C28H38IrN4OP2

A molecular structure, C28H38IrN4OP2 in a non-equilibrium geometry (ωB97M-V with the def2-TZVPD basis set, OMol25).

Results
LUMO (spin up / spin down) = -6.43 / -9.53 eV
calculated total energy = -59048.2773 eV
total charge = +2
spin multiplicity = 6
maximum force = 7.95 eV Å⁻¹
energy above the lowest of the compared OMol25 structures with the same formula, charge and spin = 341.86 kJ/mol
HOMO (spin up / spin down) = -12.7 / -12.7 eV

CARTESIAN COORDINATES (ANGSTROEM)
Ir: 0.58 0.23 2.44
C: 3.68 -3.37 0.36
C: 3.52 -2.39 -0.59
C: 2.18 -2.02 -1.17
C: 1.10 -1.44 -0.21
C: 0.41 -2.40 0.80
C: 0.72 -3.67 1.18
C: 1.42 -4.59 0.25
C: 2.82 -4.56 0.83
C: 0.10 0.63 4.80
H: 4.74 -3.83 0.15
H: 4.40 -1.83 -0.98
H: 1.70 -2.87 -1.72
H: 2.41 -1.23 -1.90
H: 1.63 -0.56 0.22
H: 0.23 -1.14 -0.83
H: -0.27 -1.82 1.41
H: 0.53 -3.99 2.25
H: 1.28 -4.16 -0.73
H: 0.92 -5.56 0.27
H: 2.87 -4.68 1.94
H: 3.34 -5.53 0.51
H: 0.16 -0.33 5.39
H: -0.88 1.09 5.12
H: 0.92 1.30 5.23
P: -1.43 0.62 1.24
P: 1.28 1.34 -1.63
N: -2.94 -0.46 0.88
N: -2.66 1.91 1.59
N: 0.49 0.77 -3.15
N: 1.84 2.87 -2.34
C: -1.30 0.98 -0.53
C: -0.19 2.03 -0.85
C: -3.31 -1.43 1.80
C: -4.52 -2.04 1.37
C: -4.87 -1.39 0.13
C: -3.87 -0.46 -0.17
C: -2.63 2.63 2.75
C: -3.60 3.61 2.76
C: -4.26 3.53 1.50
C: -3.69 2.48 0.80
C: 1.22 -0.09 -3.97
C: 0.39 -0.58 -4.98
C: -0.94 -0.03 -4.72
C: -0.83 0.89 -3.67
C: 2.00 3.25 -3.69
C: 2.38 4.56 -3.74
C: 2.47 5.07 -2.40
C: 2.10 4.01 -1.56
H: -2.21 1.39 -0.95
H: -1.24 0.04 -1.07
H: -0.64 2.82 -1.51
H: 0.20 2.45 0.11
H: -2.71 -1.61 2.67
H: -5.07 -2.84 1.86
H: -5.73 -1.62 -0.52
H: -3.80 0.22 -1.03
H: -1.91 2.37 3.49
H: -3.81 4.36 3.54
H: -5.08 4.16 1.12
H: -3.93 2.13 -0.21
H: 2.28 -0.27 -3.82
H: 0.66 -1.28 -5.75
H: -1.91 -0.25 -5.25
H: -1.56 1.63 -3.28
H: 1.78 2.55 -4.50
H: 2.57 5.17 -4.65
H: 2.75 6.05 -2.09
H: 2.00 3.96 -0.51
C: 2.78 -1.41 4.04
O: 1.80 -0.71 3.38
H: 2.58 -2.46 4.13
H: 2.93 -0.96 4.99
H: 3.59 -1.20 3.41



No. 2
# C28H38N11O2V

A molecular structure, C28H38N11O2V in a non-equilibrium geometry (ωB97M-V with the def2-TZVPD basis set, OMol25).

Results
LUMO (spin up / spin down) = -6.91 / -7.08 eV
calculated total energy = -75814.2959 eV
total charge = +2
spin multiplicity = 3
maximum force = 1.63 eV Å⁻¹
energy above the lowest of the compared OMol25 structures with the same formula, charge and spin = 21.09 kJ/mol
HOMO (spin up / spin down) = -12.6 / -12.6 eV

CARTESIAN COORDINATES (ANGSTROEM)
V: 0.21 0.04 -0.23
O: -4.27 4.76 -2.31
C: -3.07 4.95 -2.08
O: -2.31 5.94 -2.04
C: -2.26 3.62 -1.94
C: -0.87 3.63 -2.03
C: -0.17 2.49 -1.72
N: -0.80 1.36 -1.34
C: -2.15 1.31 -1.37
C: -2.91 2.41 -1.66
C: -2.64 -0.06 -1.11
C: -3.94 -0.46 -1.33
C: -4.27 -1.80 -1.20
C: -3.27 -2.70 -0.86
C: -1.99 -2.22 -0.65
N: -1.67 -0.92 -0.75
C: 1.29 2.32 -1.76
C: 2.16 3.24 -2.32
C: 3.50 2.91 -2.43
C: 3.94 1.68 -1.96
C: 3.02 0.83 -1.39
N: 1.71 1.13 -1.27
H: -0.40 4.57 -2.29
H: -3.99 2.41 -1.66
H: -4.69 0.27 -1.62
H: -5.28 -2.14 -1.38
H: -3.47 -3.76 -0.78
H: -1.20 -2.91 -0.38
H: 1.78 4.18 -2.70
H: 4.20 3.61 -2.89
H: 4.97 1.38 -2.05
H: 3.34 -0.12 -1.00
N: 1.00 -1.67 -1.33
C: 1.45 -2.86 -0.52
C: 2.70 -2.58 0.29
C: 2.44 -1.75 1.54
N: 1.84 -0.41 1.26
H: 0.27 -1.99 -1.97
H: 1.76 -1.40 -1.95
H: 1.61 -3.71 -1.18
H: 0.65 -3.12 0.17
H: 3.48 -2.13 -0.33
H: 3.11 -3.54 0.61
H: 3.36 -1.63 2.10
H: 1.74 -2.29 2.18
H: 2.59 0.24 1.04
H: 1.44 -0.06 2.12
C: -1.13 4.79 1.50
N: -0.25 3.74 2.11
C: 0.45 4.07 3.37
C: -0.15 2.58 1.58
N: -0.13 1.53 1.06
H: -1.92 5.04 2.21
H: -1.57 4.42 0.58
H: -0.54 5.67 1.29
H: -0.28 4.30 4.14
H: 1.09 4.94 3.21
H: 1.06 3.23 3.69
C: -0.59 -0.31 3.64
N: -1.22 -0.91 2.43
C: -2.62 -0.39 2.37
N: -3.38 -0.67 3.57
C: -2.68 -0.06 4.71
N: -1.32 -0.58 4.86
C: -1.40 -2.04 5.05
N: -2.06 -2.69 3.91
C: -1.32 -2.38 2.70
C: -3.41 -2.13 3.78
H: -0.54 0.77 3.50
H: 0.42 -0.71 3.74
H: -3.12 -0.85 1.52
H: -2.58 0.69 2.21
H: -3.24 -0.26 5.62
H: -2.64 1.02 4.57
H: -1.96 -2.25 5.96
H: -0.39 -2.44 5.16
H: -1.82 -2.86 1.87
H: -0.31 -2.79 2.79
H: -3.98 -2.34 4.68
H: -3.91 -2.59 2.93